ORCA calculation (wB97M-V/def2-TZVPD) on a molecular structure, C43H99Br3.

Summary:
Molar mass   855.98 g/mol
DFT total energy   -9419.6428 a.u.
Maximum force   3.65 eV/A
Frontier orbital gap   9.92 eV

ORCA input file:
```
! RIJCOSX wB97M-V def2-TZVPD def2/J DEFGRID3
* xyz 0 1
C 1.0002 1.3248 -4.5424
Br 0.9405 -0.6340 -4.5899
Br -0.0288 2.0481 -3.0394
Br 0.2242 2.0009 -6.2998
H 2.0017 1.7252 -4.5458
C 3.8358 -4.8270 -2.9851
C 4.3092 -3.9561 -1.7649
C 4.3011 -2.4816 -2.1005
C 4.7852 -1.5448 -1.0312
C 4.4380 -0.1090 -1.2902
C 4.9000 0.4125 -2.5904
H 4.4842 -4.6722 -3.8579
H 2.8309 -4.5961 -3.3248
H 3.8647 -5.8430 -2.7173
H 3.6392 -4.1123 -0.8874
H 5.3355 -4.1861 -1.5700
H 3.2512 -2.2216 -2.2821
H 4.6899 -2.4172 -3.1079
H 4.1937 -1.7974 -0.0839
H 5.8860 -1.7426 -0.8308
H 3.3172 0.0517 -1.1711
H 4.8367 0.5599 -0.4595
H 4.6291 1.5006 -2.6272
H 5.9752 0.3233 -2.6086
H 4.5055 -0.1004 -3.4718
C -5.6950 3.5591 -0.9384
C -4.8421 2.5630 -1.6408
C -5.1984 2.4195 -3.1408
C -4.2570 1.5617 -3.8860
C -4.8217 0.9872 -5.2257
C -3.7005 0.1769 -5.9537
H -5.7838 4.5033 -1.5146
H -5.3274 3.7333 0.0581
H -6.6171 3.0760 -0.8808
H -3.7964 2.9252 -1.6289
H -4.9597 1.6027 -1.1852
H -5.3203 3.3740 -3.6222
H -6.1810 2.0033 -3.2391
H -3.4580 2.1702 -4.1974
H -3.9965 0.7885 -3.1527
H -5.7356 0.4247 -5.1186
H -5.0693 1.8231 -5.8828
H -3.8875 -0.0989 -6.9785
H -2.6677 0.7244 -6.0188
H -3.4556 -0.8220 -5.4926
C 5.7910 -1.7429 5.0386
C 4.6821 -2.3215 5.9213
C 3.5940 -2.9791 5.1470
C 2.4087 -3.6233 5.8723
C 1.3238 -3.9155 4.8942
C 0.1998 -4.6325 5.5447
H 5.4752 -1.1128 4.2286
H 6.3635 -2.5055 4.5449
H 6.6017 -1.2894 5.6565
H 5.1260 -2.9049 6.7552
H 4.1913 -1.4364 6.3538
H 4.0228 -3.7977 4.5079
H 3.1910 -2.2169 4.5006
H 2.6860 -4.4614 6.5227
H 1.8631 -2.8858 6.4765
H 0.9791 -2.9876 4.3749
H 1.6918 -4.4982 4.0084
H -0.6354 -4.6388 4.9071
H 0.4600 -5.6622 5.8688
H -0.0453 -4.0393 6.4204
C -2.8684 -2.4330 -3.2632
C -1.8444 -3.0336 -2.2496
C -2.5617 -4.2642 -1.5786
C -1.9177 -4.8272 -0.3191
C -2.5326 -6.0725 0.3542
C -2.5218 -7.3195 -0.5661
H -2.5753 -1.5226 -3.7289
H -3.8079 -2.3583 -2.7313
H -2.8755 -3.2124 -4.0916
H -0.8463 -3.3541 -2.7157
H -1.6795 -2.2438 -1.5014
H -2.5653 -5.1225 -2.2809
H -3.6022 -4.0343 -1.3799
H -0.8704 -5.1132 -0.5586
H -1.7051 -4.0118 0.3883
H -1.9634 -6.3342 1.3079
H -3.5759 -5.8647 0.5911
H -2.9760 -8.1593 -0.0942
H -3.1688 -7.0243 -1.4054
H -1.4636 -7.5709 -0.7831
C 1.9766 0.2584 6.3300
C 2.6855 1.1767 5.3472
C 2.4149 2.6378 5.5370
C 2.7572 3.5689 4.4440
C 2.3054 3.1006 2.9741
C 2.4297 4.2909 2.0501
H 2.1462 -0.7925 6.2480
H 0.8753 0.3689 6.2492
H 2.2861 0.5762 7.3372
H 3.7543 1.1257 5.3316
H 2.5681 0.6803 4.3110
H 2.9640 2.8243 6.4867
H 1.3323 2.6445 5.7551
H 2.2314 4.4902 4.6547
H 3.8066 3.7353 4.3216
H 2.9738 2.2830 2.7067
H 1.2376 2.7895 3.0984
H 3.4607 4.5522 1.9434
H 1.9916 4.1741 1.0848
H 2.0555 5.2610 2.5522
C -2.5338 6.4093 -0.2337
C -2.8993 6.5072 -1.7568
C -1.8744 5.8875 -2.7583
C -2.4413 5.7868 -4.1791
C -1.8621 4.5498 -4.8940
C -2.4803 4.4314 -6.2657
H -3.2847 6.8396 0.3968
H -1.5542 6.8043 0.0298
H -2.4878 5.3374 0.0690
H -3.7847 5.8423 -1.8161
H -3.1849 7.5061 -2.0544
H -1.6103 4.8311 -2.4918
H -0.9434 6.5512 -2.7553
H -3.5571 5.8168 -4.1959
H -2.2813 6.6966 -4.7626
H -0.8231 4.6895 -4.9656
H -1.9945 3.6346 -4.2075
H -2.1578 5.2445 -6.9406
H -2.3100 3.4763 -6.7375
H -3.6159 4.6013 -6.1571
C -2.5601 2.1327 2.0774
C -2.0834 0.6381 2.1290
C -0.7798 0.4253 1.4434
C -0.2729 -0.9836 1.5182
C 1.1554 -1.2003 0.9830
C 1.5355 -2.6630 1.0187
H -1.7307 2.7058 2.4969
H -3.5227 2.3519 2.6120
H -2.6178 2.3294 0.9571
H -1.9111 0.2717 3.1543
H -2.8320 -0.0485 1.7585
H -0.0454 1.0584 1.8496
H -0.8642 0.6903 0.4054
H -0.3245 -1.3331 2.5766
H -0.9987 -1.6757 1.0492
H 1.3518 -0.8507 -0.0196
H 1.7415 -0.5056 1.5980
H 1.5893 -3.1888 1.9193
H 0.7405 -3.0978 0.4980
H 2.4340 -2.9186 0.3696
*
```